No. 1
20
Properties=species:S:1:pos:R:3:forces:R:3:lowdin_charge:R:1 method="wB97M-V/def2-TZVPD" s_squared=8.755 multiplicity=6 total_charge=+4 e_homo_ev="-24.5271 / -24.5381"
Pm -0.12716 0.05695 -4.05988 -0.631 -0.107 1.624 1.47
Ce 0.12114 0.30020 -0.43600 2.459 4.748 1.950 1.04
Cl -1.54723 1.45851 -2.22766 0.424 -0.575 -0.491 0.15
Cl 1.79422 -0.69533 -2.44294 -0.718 0.311 -0.239 0.16
C -0.85668 -1.73977 -0.17973 -6.305 -10.426 2.464 -0.02
C 0.12047 1.35258 -6.05762 0.653 3.515 -7.980 -0.03
C 0.28438 -1.22745 -6.11873 1.921 -3.731 -6.562 -0.02
O -1.51324 -2.68036 0.09480 4.279 6.054 -1.798 0.30
O 0.17967 1.73476 -7.15523 -0.325 -1.892 6.046 0.28
O 0.60778 -1.70118 -7.12533 -1.673 2.320 5.098 0.27
C -0.98850 0.99747 3.77732 0.586 0.196 0.538 0.07
C 0.12240 0.40852 3.00357 -0.172 -0.341 1.219 -0.31
C 1.17371 -0.39170 3.66413 -0.007 0.573 0.532 0.06
O 0.15662 0.53696 1.73819 -0.165 -0.161 -1.498 -0.23
H -0.72030 0.97572 4.83892 -0.218 0.059 -0.195 0.13
H -1.89560 0.38690 3.66761 0.009 0.003 -0.165 0.15
H -1.20946 2.03193 3.48939 -0.065 -0.190 -0.202 0.13
H 1.02501 -1.45753 3.45345 -0.023 -0.027 -0.077 0.14
H 2.18257 -0.10458 3.33093 -0.241 -0.100 -0.063 0.14
H 1.09018 -0.24261 4.74484 0.213 -0.229 -0.201 0.12



No. 2
7
Properties=species:S:1:pos:R:3:forces:R:3:nbo_charge:R:1 method="wB97M-V/def2-TZVPD" smiles="C=CP=O" e_homo_ev=-9.5102
C -0.27766 -0.93913 -0.58008 -0.275 -0.211 -0.125 -0.32
C -0.27326 0.05132 0.29705 0.221 0.505 -0.053 -0.62
P 0.52953 1.62785 -0.18347 -0.714 -1.075 -0.796 1.29
O 1.13735 2.07505 1.06372 0.684 0.883 1.148 -0.98
H 0.01570 -0.78116 -1.60573 0.114 0.067 -0.271 0.19
H -0.58839 -1.94238 -0.32852 -0.008 -0.142 0.050 0.20
H -0.54327 -0.09156 1.33702 -0.022 -0.027 0.048 0.23



No. 3
16
Properties=species:S:1:pos:R:3:forces:R:3:nbo_charge:R:1 method="wB97M-V/def2-TZVPD" e_homo_ev=-7.9973
C 2.81169 -0.56033 0.61612 0.442 0.111 0.335 -0.08
N 1.94555 0.16320 0.06267 1.231 1.130 -0.161 -0.40
C 0.65450 -0.23041 0.16779 -2.819 1.449 -0.777 -0.19
C -0.37329 0.65674 -0.03291 0.078 -2.579 0.305 0.37
C -0.31688 2.11295 -0.17468 0.695 2.517 -2.224 -0.69
O -1.68427 0.24768 -0.06007 -2.259 0.418 0.110 -0.53
C -2.17633 -1.11789 -0.31372 3.714 -0.166 -1.900 -0.26
H 3.86647 -0.30583 0.62751 -0.046 0.029 -0.230 0.17
H 2.46696 -1.39658 1.19105 0.194 -0.904 0.408 0.13
H 0.40717 -1.25342 0.37106 0.117 -0.556 0.086 0.17
H -0.17683 2.73229 0.70748 -0.311 -0.494 0.563 0.24
H -1.21314 2.51236 -0.72870 0.693 -0.642 0.753 0.23
H 0.55433 2.49396 -0.80184 -0.766 -1.039 0.588 0.25
H -3.24729 -1.42204 -0.23893 0.846 1.293 1.010 0.22
H -1.39766 -1.68094 0.26482 -1.701 -0.623 -0.470 0.19
H -1.95982 -1.29662 -1.43562 -0.107 0.058 1.604 0.18



No. 4
26
Properties=species:S:1:pos:R:3:forces:R:3:nbo_charge:R:1 method="wB97M-V/def2-TZVPD" total_charge=+1 e_homo_ev="-10.8034 / -10.8038"
C 3.62997 0.16664 -0.20300 3.038 -3.113 0.168 -0.27
C 1.48159 1.20295 -0.04731 -2.061 -0.152 0.626 -0.39
C 3.15967 -0.96956 0.47525 2.286 0.282 -0.405 0.09
C 2.78225 1.19941 -0.51452 1.419 0.551 -0.197 0.24
C 1.26385 0.06134 0.59909 2.256 -2.920 0.613 0.72
C -1.97042 0.37592 -0.81428 -0.757 -1.728 1.764 -0.46
C -3.38253 -0.17267 -0.69033 2.185 -2.641 -0.955 -0.41
C -2.32822 -0.77667 0.23589 -0.569 1.294 -0.240 0.14
C -2.32707 -0.48105 1.77034 -0.596 -2.945 0.209 -0.63
N 1.87784 -0.95174 0.92138 -2.022 2.026 -0.655 -0.34
N 3.26678 2.19992 -1.24245 -0.504 1.775 -0.397 -0.72
N -1.83794 -2.03540 -0.17699 1.343 -1.210 0.419 -0.88
H 4.77759 0.19071 -0.56132 -3.003 -0.134 0.907 0.28
H 0.75481 1.93961 -0.18434 -0.777 1.178 -0.402 0.29
H 3.84510 -1.82274 0.68304 -1.036 0.661 0.004 0.26
H -1.41561 -0.07485 -1.58845 0.815 0.116 -0.950 0.21
H -1.69513 1.34287 -0.42955 -0.240 0.325 -0.217 0.20
H -4.03244 0.42362 -0.22664 -2.648 2.410 1.578 0.21
H -3.85823 -0.85129 -1.45547 0.898 0.923 0.745 0.23
H -1.41610 -0.82226 2.35041 -0.677 0.421 -1.036 0.21
H -3.19576 -0.94757 2.37064 1.120 0.237 -1.323 0.23
H -2.49198 0.52796 1.92617 0.016 2.237 0.236 0.22
H -2.03262 -2.31584 -1.11595 -0.289 0.086 -0.353 0.37
H 4.25025 2.37470 -1.31493 0.369 -0.439 -0.035 0.42
H 2.75851 3.06446 -1.19222 -0.229 0.221 -0.324 0.40
H -1.86417 -2.84847 0.42552 -0.339 0.538 0.217 0.39



No. 5
15
Properties=species:S:1:pos:R:3:forces:R:3:nbo_charge:R:1 method="wB97M-V/def2-TZVPD" smiles=O[C@@H]1[C@H](S)C[C@@H]1S e_homo_ev=-8.9601
O 0.92224 0.38276 -1.26142 -0.471 0.103 -0.556 -0.72
C 0.75843 -0.54000 -0.23100 0.537 0.102 0.337 0.09
C -0.66317 -1.11724 0.00066 0.662 -0.596 -1.047 -0.36
S -1.66659 -1.22746 -1.49968 -0.331 0.127 -0.186 -0.04
C -0.90927 -0.01924 1.01938 0.243 0.579 -0.936 -0.41
C 0.60864 0.14384 1.12864 -0.324 0.537 0.014 -0.35
S 1.31027 1.77483 1.37508 0.133 -0.110 0.338 -0.02
H 0.09373 0.43050 -1.75957 -0.043 0.003 -0.129 0.48
H 1.57696 -1.23170 -0.28968 0.347 -0.602 -0.063 0.17
H -0.60869 -2.10226 0.45434 0.096 -0.020 0.104 0.23
H -0.79715 -1.93776 -2.25720 -0.144 0.108 0.352 0.14
H -1.32997 0.85365 0.53589 -0.275 0.230 0.067 0.22
H -1.42473 -0.27769 1.89508 -0.891 -0.229 1.149 0.22
H 0.98168 -0.51559 1.87556 0.457 -0.387 0.780 0.22
H 1.06360 2.15665 0.12448 0.003 0.154 -0.223 0.14



No. 6
121
Properties=species:S:1:pos:R:3:forces:R:3:lowdin_charge:R:1 method="wB97M-V/def2-TZVPD" total_charge=+1 e_homo_ev=-9.3376
Ca 0.34497 0.69871 0.32364 -0.895 0.261 0.062 0.88
C -4.88484 -0.76441 -1.52978 0.150 -0.083 -0.160 -0.37
C -4.33167 -1.25214 -2.87631 0.011 0.203 0.035 -0.37
C -3.57238 -0.17618 -3.67220 -0.143 -0.090 0.288 -0.37
Sb -1.49980 0.04975 -3.08815 0.239 -0.057 -0.366 1.40
C -0.94942 1.23293 -4.78161 0.042 0.122 -0.047 -0.39
C -1.64906 2.42241 -5.01266 0.092 -0.074 -0.018 -0.14
C -1.26790 3.27911 -6.03888 0.003 -0.045 0.037 -0.09
C -0.17782 2.95916 -6.83963 0.002 -0.031 0.022 -0.08
C 0.52556 1.78272 -6.61508 -0.068 -0.011 0.069 -0.07
C 0.14804 0.92303 -5.58674 -0.149 0.102 -0.035 -0.12
C -0.88514 -1.85806 -3.81234 -0.034 -0.068 0.010 -0.40
C -1.12661 -2.24716 -5.13123 0.132 -0.080 0.083 -0.12
C -0.74768 -3.51003 -5.56991 0.017 0.033 0.054 -0.07
C -0.13347 -4.39879 -4.69230 -0.029 0.039 -0.032 -0.08
C 0.10569 -4.02361 -3.37782 -0.037 0.032 0.002 -0.09
C -0.26810 -2.75622 -2.94199 -0.109 -0.034 -0.151 -0.17
Sb -3.36291 -0.05798 -0.16320 -0.254 0.196 -0.031 1.43
C -4.59462 -0.03512 1.59739 -0.043 -0.095 0.071 -0.39
C -4.86809 1.10941 2.34687 0.005 -0.090 0.038 -0.13
C -5.58968 1.02381 3.53478 0.036 -0.039 -0.054 -0.08
C -6.04236 -0.20738 3.99309 0.018 -0.003 -0.034 -0.09
C -5.77298 -1.35759 3.26009 0.051 0.046 -0.023 -0.09
C -5.05163 -1.26960 2.07307 0.017 0.095 0.029 -0.16
C -3.61270 2.02545 -0.69927 0.051 0.061 -0.056 -0.40
C -4.88755 2.59287 -0.76453 0.122 0.066 0.006 -0.13
C -5.06362 3.91190 -1.16980 0.094 0.023 0.003 -0.07
C -3.96409 4.68817 -1.52737 -0.089 -0.056 0.027 -0.08
C -2.68807 4.14499 -1.46057 -0.042 -0.030 -0.019 -0.09
C -2.52295 2.82833 -1.04613 -0.231 -0.020 -0.028 -0.21
H -5.41281 -1.56814 -1.01158 0.018 0.003 -0.034 0.05
H -5.59277 0.05229 -1.68155 -0.007 -0.013 0.021 0.05
H -5.17380 -1.60108 -3.48026 -0.017 0.007 -0.018 0.11
H -3.69228 -2.12778 -2.72963 0.007 -0.028 0.021 0.09
H -4.06599 0.79534 -3.57679 0.026 -0.024 -0.026 0.05
H -3.52818 -0.42333 -4.73254 -0.005 -0.025 -0.014 0.05
H -2.50185 2.68528 -4.39233 0.025 0.004 -0.014 0.09
H -1.82373 4.19267 -6.21687 0.022 -0.040 0.014 0.10
H 0.12052 3.62589 -7.64029 -0.016 -0.038 0.036 0.11
H 1.37447 1.52851 -7.23897 -0.040 0.011 0.028 0.10
H 0.70788 0.00782 -5.42698 -0.011 0.018 -0.002 0.08
H -1.59170 -1.55819 -5.82769 -0.013 -0.008 0.002 0.10
H -0.93093 -3.80159 -6.59744 0.003 0.007 0.043 0.11
H 0.15284 -5.38634 -5.03420 -0.002 0.047 0.006 0.11
H 0.58464 -4.71435 -2.69323 -0.026 0.034 -0.021 0.11
H -0.06625 -2.46926 -1.91708 0.012 0.026 0.086 0.08
H -4.52948 2.08142 2.00369 -0.033 -0.034 -0.009 0.08
H -5.80592 1.92362 4.09947 0.009 -0.031 -0.020 0.11
H -6.61251 -0.26983 4.91269 0.039 0.002 -0.044 0.11
H -6.12841 -2.32050 3.60936 0.008 0.046 -0.031 0.11
H -4.85215 -2.17956 1.51035 -0.023 0.043 0.032 0.10
H -5.75665 2.00830 -0.48309 -0.006 0.005 -0.022 0.10
H -6.06057 4.33551 -1.21084 0.047 -0.030 0.000 0.11
H -4.10569 5.71151 -1.85546 0.005 -0.055 0.022 0.11
H -1.82179 4.74079 -1.73095 -0.057 -0.050 0.034 0.10
H -1.51356 2.44190 -0.99565 0.122 -0.058 -0.037 0.04
S 2.38864 -0.26748 1.56710 0.479 -0.034 -0.114 0.45
C 3.86472 -0.26509 0.57939 0.039 -0.081 0.107 -0.71
C 5.08443 -0.46034 1.24623 -0.057 0.005 -0.021 -0.13
C 6.28767 -0.50758 0.56387 -0.052 0.006 0.015 -0.08
C 6.31336 -0.36509 -0.81889 0.037 -0.019 0.061 -0.09
C 5.12364 -0.16723 -1.49498 -0.063 -0.004 0.064 -0.12
C 3.90533 -0.10734 -0.81442 0.010 -0.034 -0.095 -0.42
As 2.26631 0.24997 -1.80403 0.696 -0.040 -0.053 1.25
C 2.83180 -0.14577 -3.61508 -0.139 -0.018 -0.024 -0.41
C 3.33852 0.81999 -4.47653 0.030 -0.085 -0.082 -0.11
C 3.72421 0.46198 -5.76347 -0.007 -0.036 0.021 -0.09
C 3.59417 -0.85306 -6.19345 -0.004 0.041 0.010 -0.07
C 3.08386 -1.81754 -5.33249 0.006 0.005 -0.023 -0.07
C 2.70403 -1.46397 -4.04579 0.061 0.075 -0.081 -0.12
C 2.33639 2.21010 -1.84504 -0.029 0.039 -0.001 -0.41
C 3.45803 2.93374 -1.44314 -0.053 0.055 -0.048 -0.10
C 3.47081 4.31826 -1.55107 -0.028 0.003 0.010 -0.07
C 2.36555 4.99392 -2.05689 0.027 -0.018 0.012 -0.07
C 1.24429 4.28138 -2.46020 0.004 0.012 -0.001 -0.07
C 1.22926 2.89585 -2.35047 0.107 0.053 0.062 -0.14
H 5.06087 -0.58299 2.32195 0.024 0.001 -0.028 0.09
H 7.20966 -0.66366 1.11245 -0.055 0.005 -0.018 0.11
H 7.24763 -0.41131 -1.36462 -0.033 0.005 0.029 0.10
H 5.14483 -0.05740 -2.56991 -0.025 0.011 -0.083 0.09
H 3.43128 1.84943 -4.15672 0.004 0.029 0.015 0.10
H 4.12352 1.21580 -6.43192 -0.008 -0.031 0.022 0.11
H 3.89157 -1.12719 -7.19901 -0.014 0.017 0.051 0.11
H 2.97804 -2.84403 -5.66324 0.001 0.042 0.021 0.11
H 2.30057 -2.21548 -3.38260 0.004 -0.056 0.033 0.09
H 4.32681 2.41491 -1.05883 0.018 -0.022 0.025 0.10
H 4.35153 4.87092 -1.24351 -0.047 -0.023 -0.025 0.11
H 2.38460 6.07374 -2.14796 0.003 -0.051 0.001 0.11
H 0.39074 4.79645 -2.88867 0.054 -0.031 0.034 0.10
H 0.36591 2.35017 -2.71041 -0.046 -0.038 -0.028 0.04
C -1.96909 3.58340 1.96310 0.106 0.036 0.041 0.00
C -0.51015 3.81604 1.75692 0.234 -0.094 0.053 -0.38
N 0.39205 2.93308 1.35972 0.024 0.091 -0.150 -0.01
C 1.62489 3.57710 1.40411 -0.209 -0.223 0.053 -0.14
C 1.45839 4.84947 1.82872 -0.186 0.097 -0.006 -0.06
N 0.09984 4.98462 2.04575 0.107 0.094 -0.012 0.11
H -2.20676 2.54719 1.73352 0.018 0.007 0.017 0.05
H -2.57981 4.22853 1.32838 0.038 -0.045 0.014 0.08
H -2.23759 3.77264 3.00325 0.009 0.005 0.053 0.09
H 2.53800 3.06146 1.15918 -0.041 -0.012 -0.025 0.09
H 2.15656 5.65431 1.98894 -0.080 -0.065 0.005 0.12
H -0.36432 5.81565 2.36479 -0.038 0.061 0.051 0.16
O -1.04253 0.01023 1.97137 0.261 -0.007 0.680 -0.27
C -0.99111 -0.25356 3.20206 -0.195 0.001 -0.323 -0.45
C -0.03342 0.42626 4.13893 -0.144 0.050 0.028 -0.10
C -0.78289 1.34934 5.12405 0.056 -0.108 -0.009 -0.17
C -1.33967 0.62488 6.34922 0.002 -0.027 -0.048 -0.20
C -2.44302 -0.38199 6.03066 0.049 0.037 -0.055 -0.18
C -1.98557 -1.51321 5.11535 -0.005 0.127 -0.119 -0.14
N -1.85971 -1.12051 3.70696 0.038 -0.025 0.216 0.12
H 0.67300 0.98643 3.53382 0.047 0.047 -0.050 0.07
H 0.53680 -0.32667 4.69015 0.008 0.004 -0.020 0.13
H -1.60257 1.84629 4.59660 0.004 0.086 -0.036 0.11
H -0.09317 2.13019 5.44912 0.000 -0.034 -0.004 0.12
H -1.72212 1.36045 7.05998 0.008 -0.002 -0.018 0.11
H -0.51669 0.10316 6.85152 -0.032 0.038 0.012 0.12
H -3.29569 0.12119 5.56170 0.007 -0.025 0.035 0.11
H -2.80226 -0.82520 6.96236 0.005 0.003 -0.021 0.12
H -2.70786 -2.32455 5.13575 -0.040 -0.051 -0.021 0.12
H -1.03462 -1.92180 5.46259 0.033 -0.028 -0.015 0.13
H -2.54283 -1.47296 3.05287 -0.075 -0.017 -0.027 0.13



No. 7
52
Properties=species:S:1:pos:R:3:forces:R:3:nbo_charge:R:1 method="wB97M-V/def2-TZVPD" total_charge=+1 e_homo_ev=-10.7023
Li 0.13825 -0.24697 -0.41437 0.194 -0.262 -0.130 0.86
N 4.11190 1.75551 -0.20293 0.013 -0.047 -0.019 -0.56
C 3.09460 1.01480 -0.67425 0.033 0.088 0.032 0.34
N 2.15787 0.50315 0.04643 -0.171 -0.168 0.067 -0.58
C 2.22569 0.62574 1.43132 -0.258 -0.099 0.003 0.40
N 1.31551 0.12219 2.20162 0.267 0.350 0.656 -0.35
N 0.34864 -0.55163 1.52998 -0.284 0.033 -0.560 -0.32
C -0.80781 -0.64191 2.04705 0.276 0.214 0.494 0.08
C -1.85761 -1.30465 1.27174 -0.444 -0.250 -0.222 0.13
C -3.08449 -1.62992 1.83975 0.143 0.064 0.016 -0.22
C -4.02601 -2.28744 1.06343 0.039 -0.008 -0.081 -0.15
C -3.71168 -2.59842 -0.24991 -0.046 -0.023 0.119 -0.24
C -2.47408 -2.20707 -0.74377 -0.031 0.012 -0.039 0.05
N -1.57232 -1.56458 -0.01393 0.075 0.155 0.069 -0.47
C 3.31414 1.39954 2.02266 0.166 0.132 -0.119 -0.16
C 3.43533 1.60404 3.39906 -0.011 0.023 -0.040 -0.13
C 4.43005 2.42026 3.89332 -0.021 -0.066 0.064 -0.21
C 5.32440 3.04068 3.02164 0.017 -0.040 -0.050 -0.16
C 5.24087 2.82626 1.66118 0.083 0.058 -0.041 -0.26
C 4.23633 2.00355 1.16238 -0.143 -0.102 0.316 0.24
H 4.81212 2.12152 -0.82593 -0.031 -0.027 -0.106 0.42
H 3.06889 0.84626 -1.74587 0.032 0.100 -0.007 0.20
H -1.04498 -0.22400 3.02620 0.065 -0.061 0.023 0.19
H -3.28820 -1.37257 2.87089 0.010 -0.027 0.005 0.23
H -4.98782 -2.55655 1.47865 0.003 -0.012 0.006 0.23
H -4.41169 -3.13082 -0.87790 0.021 0.021 -0.041 0.23
H -2.19653 -2.40818 -1.77257 -0.020 0.006 0.001 0.21
H 2.72576 1.11336 4.05011 0.000 0.037 0.022 0.25
H 4.52220 2.57826 4.95901 -0.019 0.010 -0.005 0.23
H 6.09423 3.69079 3.41445 0.021 -0.012 -0.018 0.23
H 5.94606 3.29502 0.98531 -0.009 -0.002 -0.004 0.22
C 0.87215 1.65290 -3.90354 0.097 -0.046 0.108 -0.71
C -0.14393 1.15775 -2.90489 -0.066 -0.101 -0.428 0.72
O 0.08408 0.18103 -2.18769 -0.227 0.455 -0.322 -0.72
N -1.31296 1.82599 -2.91484 0.039 -0.188 0.185 -0.58
C -2.41504 1.53832 -2.01647 0.104 -0.053 0.179 -0.26
C -2.40344 2.42800 -0.79756 -0.146 0.216 0.037 0.19
C -3.48735 3.24668 -0.50726 -0.022 -0.079 -0.016 -0.25
C -3.44090 4.05152 0.61966 0.076 0.002 -0.004 -0.15
C -2.29913 4.02504 1.40268 -0.051 0.050 0.012 -0.25
C -1.25812 3.19174 1.02328 0.007 -0.134 0.014 0.05
N -1.30386 2.39815 -0.04557 0.137 -0.170 0.020 -0.46
H 1.66762 0.91824 -3.99286 -0.017 -0.004 -0.014 0.24
H 1.29523 2.59673 -3.55517 -0.010 0.024 -0.033 0.24
H 0.42181 1.81223 -4.88208 0.000 0.046 0.004 0.24
H -1.40165 2.63284 -3.50890 0.113 0.003 -0.059 0.41
H -2.31706 0.49835 -1.70448 -0.056 -0.016 -0.052 0.24
H -3.35556 1.66210 -2.55046 0.013 -0.081 -0.062 0.22
H -4.35494 3.24805 -1.15430 -0.005 -0.006 0.006 0.22
H -4.27487 4.69347 0.87038 0.008 -0.002 0.019 0.23
H -2.21111 4.63683 2.28964 0.015 0.004 -0.012 0.23
H -0.34981 3.14690 1.61346 0.024 -0.015 0.007 0.20